(1)
Density functional theory data (the ωB97M-V functional and the def2-TZVPD basis) for a molecular structure, C28H56ClI4N13O23PSi.

Computed properties:
Orbital gap   6.3 eV
DFT total energy   -158454.8299 eV
F_max   7.226 eV/Å
Net charge   +1
LUMO level   -4.5 eV

Structure (XYZ):
```
127
C28H56ClI4N13O23PSi | the Open Molecules 2025 dataset | the ωB97M-V functional and the def2-TZVPD basis
I 1.555 3.685 2.844
I 0.293 4.798 -0.210
I -0.029 0.426 -4.142
I 2.317 -2.291 -5.353
Cl 1.551 -3.494 2.664
P 3.106 -2.832 1.382
Si 2.163 0.186 3.338
O -4.880 -3.982 -0.875
O -0.610 9.039 0.753
O 4.346 -1.872 2.134
O 5.414 -4.856 -11.682
O 3.510 5.060 5.931
O -1.805 3.132 4.619
O -1.497 3.719 6.687
O -3.321 -2.570 8.118
O -0.132 5.828 -6.000
O -3.420 -5.413 -1.609
O -1.425 7.866 -0.885
O -3.183 -4.415 3.146
O -5.127 -1.739 7.244
O -4.747 6.757 5.861
O 3.504 7.022 4.998
O 3.947 -4.872 -10.082
O -1.590 5.784 -4.391
O -4.063 6.317 7.875
O 4.839 -7.301 -7.502
O -1.607 1.340 -7.482
O -4.641 -2.982 3.878
O 5.140 -6.672 -5.445
O -3.066 1.297 -5.873
N 4.425 -5.294 -11.125
N -1.123 5.383 -5.444
N 2.023 -2.492 -1.100
N -4.085 -1.649 7.869
N 4.874 -6.462 -6.618
N -1.763 3.955 5.521
N -0.624 8.653 -0.403
N 3.998 5.932 5.229
N -4.933 6.490 7.039
N 0.265 -4.517 -0.243
N -3.985 -4.793 -0.718
N -2.598 0.894 -6.926
N -3.748 -3.792 4.037
C -2.063 5.369 5.172
C 0.843 2.680 0.050
C -3.714 -0.298 8.368
C -3.544 -5.045 0.680
C 2.154 -1.704 0.138
C -3.308 -4.044 5.435
C -1.828 4.252 -6.104
C 2.575 -3.894 -1.254
C -0.525 -2.977 -4.011
C 4.568 -5.058 -6.995
C 1.069 0.329 -1.084
C 1.353 -2.007 -2.311
C 1.376 2.048 1.368
C -6.346 6.367 7.485
C 5.312 5.643 4.596
C 1.583 -5.041 -0.719
C -3.301 -0.239 -7.584
C 0.632 1.803 -1.181
C 2.467 -1.198 4.500
C 3.774 1.259 3.695
C 1.661 -0.288 0.256
C 0.876 -0.518 -2.373
C -1.505 -2.701 -2.768
C 3.732 -6.443 -11.763
C 1.060 -2.851 -3.618
C 0.429 9.191 -1.304
C 1.752 0.518 1.593
C 0.609 0.917 4.320
H -2.926 5.677 5.760
H -4.169 -4.413 5.989
H -0.150 1.390 3.587
H -1.093 -3.019 -1.755
H 3.647 -3.998 -0.827
H -1.792 -1.588 -2.753
H 0.984 1.696 5.077
H 1.395 8.906 -0.887
H -2.746 -5.785 0.667
H 0.011 -5.043 0.604
H -4.404 -5.415 1.234
H -3.288 -1.079 -6.891
H -1.183 5.962 5.421
H 3.230 -2.025 4.366
H -2.951 -3.100 5.841
H 1.426 -5.771 -1.602
H 5.629 4.643 4.887
H 2.880 -4.123 -2.348
H -2.769 -0.369 8.902
H -6.834 7.322 7.297
H -3.621 0.357 7.503
H 6.019 6.391 4.952
H 4.264 -6.709 -12.675
H 0.295 8.764 -2.296
H -2.777 -0.489 -8.504
H 3.702 -4.743 -6.414
H -2.510 -4.784 5.423
H 5.444 -4.455 -6.758
H -4.319 0.085 -7.795
H 1.492 -1.767 4.774
H 2.061 -5.659 0.117
H 1.306 -3.977 -3.534
H -4.510 0.035 9.033
H 2.714 -6.129 -11.988
H 0.201 2.324 -2.090
H 4.352 -5.019 -8.062
H -0.420 -4.841 -0.958
H -2.497 -3.270 -2.915
H 4.832 -2.528 2.686
H -3.189 -4.102 1.085
H -2.280 5.429 4.107
H -2.846 4.577 -6.314
H 4.047 1.898 2.769
H -6.358 6.129 8.547
H 4.681 0.594 3.888
H 0.006 0.104 4.843
H 0.316 10.274 -1.331
H -0.786 -4.047 -4.366
H 5.177 5.707 3.517
H -0.766 -2.330 -4.938
H 3.546 2.002 4.532
H -1.816 3.410 -5.413
H -1.306 4.002 -7.025
H 2.755 -0.744 5.533
H 3.745 -7.269 -11.054
H -6.805 5.567 6.904
```

(2)
Density functional theory data (the ωB97M-V functional and the def2-TZVPD basis) for a molecular structure, C24H21NO14Pb.

Computed properties:
Orbital gap   4.6 eV
Relative energy (zero: lowest compared OMol25 entry of this formula, charge and spin)   132.7 kcal per mole
DFT total energy   -60619.8120 eV
F_max   6.060 eV/Å
Net charge   -4
LUMO level   7.4 eV

Structure (XYZ):
```
61
C24H21NO14Pb | the Open Molecules 2025 dataset | the ωB97M-V functional and the def2-TZVPD basis
Pb -0.069 0.840 0.750
O -1.115 0.820 -1.786
O -0.655 2.378 2.458
O -4.212 -1.285 -4.334
O -1.106 -3.198 -0.836
O -2.065 7.274 0.727
O 1.603 1.424 -1.017
O 1.143 -1.316 -0.660
O 4.902 0.421 -4.048
O -2.527 0.201 0.572
O 3.923 -2.376 -3.993
O -5.300 -2.552 -1.780
O 1.849 0.598 2.480
O -1.632 6.602 3.649
O -0.537 3.121 -0.217
N 0.043 -1.559 1.737
C 3.036 1.363 2.344
C -2.831 -0.082 -3.142
C 3.436 0.978 -2.369
C -3.755 -1.088 -3.198
C -0.941 3.840 0.649
C 2.066 -0.943 -1.344
C -1.319 5.177 0.240
C 4.025 -0.008 -3.145
C 2.235 -0.784 2.728
C -1.654 6.129 1.181
C -0.501 -3.843 -2.040
C 3.631 -1.443 -3.135
C -0.846 -2.750 1.666
C -2.823 -0.363 -0.532
C 2.401 0.621 -1.467
C -0.506 -3.689 0.469
C -3.881 -1.330 -0.674
C -0.963 3.503 2.197
C 2.640 -1.916 -2.323
C -4.267 -1.754 -1.912
C -2.240 0.254 -1.903
C -1.568 5.758 2.743
C -1.245 4.533 3.141
C 0.923 -1.675 2.876
H -0.829 -4.713 0.657
H 2.876 2.441 2.323
H 3.790 1.115 3.092
H 3.422 1.154 1.346
H 0.579 -3.703 -2.086
H 2.816 -0.770 3.650
H -1.918 -2.567 1.739
H 0.643 -1.753 0.949
H -0.670 -3.318 2.580
H 1.346 -2.678 2.935
H 2.377 -2.962 -2.286
H -1.272 4.283 4.191
H -2.517 0.476 -4.012
H -0.729 -4.909 -2.069
H -0.971 -3.317 -2.871
H 3.738 2.012 -2.448
H 0.246 -1.327 3.656
H -4.327 -1.679 0.245
H -1.422 5.424 -0.806
H 0.575 -3.798 0.392
H 2.946 -1.288 2.073
```